A structure of composition C21H17Cl4I2N4O4Ru. Source: the OMol25 dataset; level of theory: ωB97M-V with the def2-TZVPD basis set.

Calculated values
ΔE to the lowest compared entry with this formula, charge and spin: 93.4 kJ/mol
expectation value of S²: 8.785
DFT total energy: -105076.2899 eV
HOMO-LUMO gap (spin up / spin down): 0.1412 / 0.1867 Ha
charge: -2
E_HOMO (spin up / spin down): -0.029 / -1.276 eV
2S+1: 6
lowest unoccupied orbital energy (spin up / spin down): 3.8 / 3.8 eV

Last column: Mulliken charge in e.
Geometry (Å):
Ru1 -0.780 -0.460 -0.470  1.482
I1 -5.590 4.710 1.856  -0.111
C1 -4.143 3.165 1.827  -0.036
C2 -4.033 2.376 2.994  -0.568
C3 -3.121 1.311 2.953  -0.344
I2 -2.961 0.086 4.644  -0.089
C4 -2.321 0.984 1.844  -0.336
O1 -1.539 0.000 1.787  -0.668
C5 -2.340 1.920 0.618  3.304
C6 -0.934 2.638 0.610  -1.480
N1 -0.015 2.033 -0.337  0.108
C7 1.399 2.111 -0.098  -0.635
C8 2.093 1.116 -1.000  0.572
C9 3.204 1.444 -1.765  -0.810
C10 3.774 0.468 -2.569  -0.299
C11 3.224 -0.798 -2.579  -0.854
C12 2.107 -1.045 -1.787  -0.218
N2 1.552 -0.105 -1.027  0.127
C13 -3.405 2.991 0.709  -1.616
H1 -4.630 2.574 3.869  0.319
H2 -0.486 2.540 1.602  0.298
H3 -1.076 3.712 0.424  0.437
H4 -0.266 2.234 -1.295  0.149
H5 1.567 1.805 0.940  0.341
H6 1.854 3.107 -0.227  0.193
H7 3.603 2.450 -1.725  0.329
H8 4.637 0.702 -3.183  0.378
H9 3.635 -1.592 -3.189  0.407
H10 1.633 -2.017 -1.727  0.460
H11 -3.553 3.607 -0.170  0.376
Cl1 -0.052 -7.539 0.102  -0.262
C14 -0.779 -5.975 -0.154  0.322
C15 -2.111 -5.866 -0.482  0.204
Cl2 -3.102 -7.290 -0.655  -0.262
C16 -2.672 -4.590 -0.679  0.224
Cl3 -4.343 -4.424 -1.161  -0.253
C17 -1.938 -3.410 -0.533  -0.120
O2 -2.422 -2.229 -0.711  -0.876
C18 -0.528 -3.530 -0.214  0.031
O3 0.189 -2.454 -0.150  -0.866
C19 -0.002 -4.807 -0.032  0.172
Cl4 1.707 -4.918 0.315  -0.259
N3 -2.399 -1.927 -3.447  -0.292
C20 -1.403 -1.161 -3.933  0.427
N4 -1.130 -1.319 -5.298  -0.597
O4 -0.745 -0.366 -3.269  -0.505
H12 -2.680 -2.726 -3.990  0.243
H13 -2.432 -2.058 -2.411  0.212
H14 -1.917 -1.567 -5.875  0.196
H15 -0.595 -0.543 -5.653  0.284
C21 -2.468 1.019 -0.628  -2.150
H16 -3.419 0.479 -0.581  0.565
H17 -2.475 1.635 -1.540  0.347

Cartesian forces (eV/Å) of the 6 atoms listed first:
Ru -0.54 0.06 0.20
I -0.04 0.04 0.01
C 0.00 -0.04 0.11
C 0.07 0.01 -0.16
C 0.04 0.04 -0.07
I 0.02 -0.04 0.03